No. 1
One molecule with the formula C2H5NO at a distorted geometry. Source: OMol25; level of theory: ωB97M-V/def2-TZVPD.

## Properties
Calculated total energy (hartree): -209.1323
LUMO (Eh): 0.0379
Orbital gap (eV): 10.83
Relative energy (zero: lowest compared OMol25 entry of this formula, charge and spin) (kcal/mol): 56.5
Structure (SMILES): C/C=N\O
2S+1: 1

Structure (XYZ):
```
9
Properties=species:S:1:pos:R:3:forces:R:3
C -1.019 -0.398 -0.006 -0.4 -0.4 -0.4
C -0.135 0.801 -0.016 0.7 0.8 0.2
N 1.144 0.809 -0.020 -0.8 -0.5 0.1
O 1.608 -0.516 -0.017 0.2 -0.1 0.0
H -0.544 -1.137 -0.703 -0.7 0.4 0.7
H -1.008 -0.817 1.045 -0.3 0.2 -1.2
H -2.065 -0.121 -0.379 1.4 -0.5 0.8
H -0.543 1.804 0.052 -0.1 0.0 -0.2
H 2.563 -0.426 0.044 0.0 0.1 -0.1
```
Forces are in eV/Å.

Here are the Mulliken charges for atoms 1 to 2, given in e: atom 1 (C): -0.7278, atom 2 (C): 0.0730

***

No. 2
One molecule with the formula C2H5NO at a distorted geometry. Source: OMol25; level of theory: ωB97M-V/def2-TZVPD.

## Properties
Calculated total energy (hartree): -209.0898
LUMO (Eh): 0.0441
Orbital gap (eV): 10.71
Relative energy (zero: lowest compared OMol25 entry of this formula, charge and spin) (kcal/mol): 83.1
Structure (SMILES): C=NOC
2S+1: 1

Structure (XYZ):
```
9
Properties=species:S:1:pos:R:3:forces:R:3
C -1.718 0.064 -0.042 -1.1 1.1 0.7
N -0.578 -0.489 0.002 -1.7 -0.3 0.1
O 0.356 0.473 0.049 1.9 0.4 -0.8
C 1.645 -0.112 -0.046 2.7 0.6 2.1
H -1.812 1.214 -0.025 0.1 -1.9 -0.1
H -2.614 -0.563 0.094 0.6 0.3 -0.5
H 2.369 0.743 -0.493 -1.7 -2.3 0.9
H 1.688 -1.129 -0.556 -0.3 1.7 0.2
H 2.006 -0.337 1.095 -0.6 0.6 -2.6
```
Forces are in eV/Å.

Here are the Mulliken charges for atoms 1 to 2, given in e: atom 1 (C): -0.2731, atom 2 (N): -0.4020

***

Which formula does entry 2 have?
C2H5NO

***

Which formula does entry 1 have?
C2H5NO